Here is a 2-piece molecular cluster, C5H17N2O overall from OMol25. Energies are from ωB97M-V/def2-TZVPD.

The value obtained for the molar mass is 121.204 g/mol. The frontier orbital gap is 0.333 Eh. Its energy relative to the best compared isomer or geometry (same formula, charge and spin) is 26.36 kcal per mole. The value obtained for the highest occupied orbital energy is -12.11 eV.

ORCA input file:
```
! RIJCOSX wB97M-V def2-TZVPD def2/J DEFGRID3
* xyz 1 1
C -2.178 -0.628 0.418
C -1.128 0.450 0.443
C 0.233 0.070 -0.119
C 0.938 1.116 -1.006
C 0.951 0.650 -2.485
N 1.760 -0.513 -2.609
N -0.881 0.904 1.896
H -1.814 -1.661 0.377
H -2.804 -0.602 1.314
H -2.804 -0.630 -0.471
H -1.567 1.344 0.006
H 0.941 -0.342 0.600
H 0.188 -0.867 -0.703
H 0.519 2.123 -0.909
H 1.958 1.263 -0.641
H 1.232 1.542 -3.071
H -0.105 0.501 -2.734
H 2.697 -0.453 -2.278
H 1.645 -0.967 -3.488
H -0.417 0.180 2.493
H -0.136 1.598 1.871
H -1.735 1.037 2.439
H 0.547 -2.417 3.098
H 0.019 -2.001 1.850
O 0.308 -1.606 2.667
*
```

These are the natural (NBO) partial charges, in e, on atoms 1 to 4:
1 C -0.644
2 C -0.031
3 C -0.493
4 C -0.408

Here is a 2-piece molecular cluster, C5H17N2O overall from OMol25. Energies are from ωB97M-V/def2-TZVPD.

The value obtained for the molar mass is 121.204 g/mol. The frontier orbital gap (alpha / beta) is 0.451 / 0.249 Eh. Its energy relative to the best compared isomer or geometry (same formula, charge and spin) is 63.15 kcal per mole. The value obtained for the highest occupied orbital energy (alpha / beta) is -19.09 / -19.09 eV. The expectation value of S² is 0.754.

ORCA input file:
```
! RIJCOSX wB97M-V def2-TZVPD def2/J DEFGRID3
* xyz 2 2
C -1.237 0.323 1.192
N -0.236 1.114 1.826
C 0.958 0.495 2.532
C -1.076 0.231 -0.353
N 0.307 -0.173 -0.760
C 0.790 0.785 -1.791
C -2.083 -0.796 -0.935
H -2.216 0.881 1.197
H -1.414 -0.658 1.596
H -0.612 1.776 2.516
H 0.598 -0.104 3.377
H 1.585 0.139 1.759
H 1.339 1.484 2.878
H -1.429 1.196 -0.779
H 0.201 -1.156 -1.081
H 1.072 -0.186 -0.093
H 0.218 1.262 -2.551
H 0.897 1.756 -1.264
H 1.694 0.540 -2.324
H -3.050 -0.246 -1.057
H -1.864 -1.208 -1.907
H -2.384 -1.606 -0.219
H 3.232 -1.831 -0.729
H 2.247 -2.414 -1.761
O 2.463 -1.604 -1.269
*
```

These are the natural (NBO) partial charges, in e, on atoms 1 to 4:
1 C -0.331
2 N -0.083
3 C -0.442
4 C -0.044

Here is a 3-piece molecular cluster, C5H17N2O2 overall from OMol25. Energies are from ωB97M-V/def2-TZVPD.

The value obtained for the molar mass is 137.203 g/mol. The frontier orbital gap is 0.330 Eh. Its energy relative to the best compared isomer or geometry (same formula, charge and spin) is 19.72 kcal per mole. The value obtained for the highest occupied orbital energy is -11.92 eV.

ORCA input file:
```
! RIJCOSX wB97M-V def2-TZVPD def2/J DEFGRID3
* xyz 1 1
C -2.417 1.037 -0.942
C -2.366 -0.460 -1.111
C -1.006 -1.000 -1.631
C 0.168 -0.382 -0.914
C 1.094 0.342 -1.530
N 2.178 1.000 -1.062
N 0.085 -0.352 0.537
H -2.202 1.593 -1.843
H -1.899 1.485 -0.097
H -3.471 1.319 -0.843
H -2.587 -0.950 -0.151
H -3.174 -0.769 -1.765
H -0.971 -0.784 -2.690
H -0.936 -2.079 -1.475
H 1.022 0.280 -2.598
H 2.873 1.331 -1.706
H 2.438 1.083 -0.098
H 0.281 0.551 0.990
H -0.899 -0.533 0.767
H 0.553 -1.129 1.038
H -0.120 2.305 2.398
H 1.143 2.032 3.187
O 0.572 1.637 2.517
H 1.331 -1.436 3.207
H 2.057 -2.674 2.392
O 1.414 -1.965 2.412
*
```

These are the natural (NBO) partial charges, in e, on atoms 1 to 4:
1 C -0.631
2 C -0.410
3 C -0.422
4 C -0.017

Here is a 3-piece molecular cluster, C5H17N2O3 overall from OMol25. Energies are from ωB97M-V/def2-TZVPD.

The value obtained for the molar mass is 153.202 g/mol. The frontier orbital gap is 0.309 Eh. Its energy relative to the best compared isomer or geometry (same formula, charge and spin) is 27.08 kcal per mole. The value obtained for the highest occupied orbital energy is -4.58 eV.

ORCA input file:
```
! RIJCOSX wB97M-V def2-TZVPD def2/J DEFGRID3
* xyz -1 1
N 1.123 1.446 -0.063
C 0.152 1.527 -1.153
C 0.544 0.512 -2.263
C -1.359 1.267 -0.956
N -1.614 -0.210 -0.635
C -2.192 -0.253 0.731
C -1.372 0.117 2.046
O -0.188 -0.597 2.265
H 0.814 0.848 0.689
H 1.951 0.957 -0.517
H 0.221 2.515 -1.604
H -0.303 0.133 -2.848
H 1.306 0.875 -2.933
H 1.030 -0.406 -1.888
H -1.966 1.563 -1.847
H -1.749 1.961 -0.208
H -0.823 -0.771 -0.752
H -2.434 -1.386 0.823
H -3.257 0.293 0.671
H -2.073 -0.152 2.817
H -1.154 1.203 2.127
H 0.301 -1.068 1.333
H 0.542 -2.790 0.496
O 0.812 -1.889 0.409
H 2.262 -1.339 0.015
H 3.910 -0.650 0.154
O 3.302 -1.371 -0.210
*
```

These are the natural (NBO) partial charges, in e, on atoms 1 to 4:
1 N -0.857
2 C -0.059
3 C -0.661
4 C -0.227

Here is a 3-piece molecular cluster, C5H17N2O3 overall from OMol25. Energies are from ωB97M-V/def2-TZVPD.

The value obtained for the molar mass is 153.202 g/mol. The frontier orbital gap is 0.275 Eh. Its energy relative to the best compared isomer or geometry (same formula, charge and spin) is 17.10 kcal per mole. The value obtained for the highest occupied orbital energy is -3.61 eV.

ORCA input file:
```
! RIJCOSX wB97M-V def2-TZVPD def2/J DEFGRID3
* xyz -1 1
C 0.153 -2.802 -0.985
N -0.481 -1.747 -0.214
C 0.492 -0.789 0.306
C -0.048 -0.214 1.647
C 0.626 1.133 2.056
N 0.472 1.377 3.511
C 0.778 0.441 -0.719
O -0.210 1.415 -0.677
H 0.561 -2.461 -1.953
H -0.553 -3.611 -1.206
H 0.958 -3.250 -0.391
H -1.129 -1.300 -0.847
H 1.489 -1.211 0.448
H 0.121 -0.934 2.445
H -1.090 -0.001 1.410
H 0.391 2.084 1.617
H 1.676 0.956 1.821
H -0.512 1.373 3.756
H 0.877 0.736 4.186
H 1.802 0.724 -0.433
H 0.733 0.035 -1.743
H -1.605 0.788 -1.295
H -3.029 0.998 -1.657
O -2.388 0.309 -1.720
H -0.348 1.596 -2.481
H 0.244 2.642 -3.488
O 0.021 1.715 -3.396
*
```

These are the natural (NBO) partial charges, in e, on atoms 1 to 4:
1 C -0.402
2 N -0.658
3 C -0.071
4 C -0.418

Here is C5H17N2OPt as an isolated structure from OMol25. Energies are from ωB97M-V/def2-TZVPD.

The value obtained for the molar mass is 316.282 g/mol. The frontier orbital gap (alpha / beta) is 0.079 / 0.303 Eh. The value obtained for the highest occupied orbital energy (alpha / beta) is 0.53 / -5.52 eV. The expectation value of S² is 2.004.

ORCA input file:
```
! RIJCOSX wB97M-V def2-TZVPD def2/J DEFGRID3
* xyz -1 3
C -1.367 2.094 -1.577
Pt -0.212 0.538 -2.182
N 0.872 -1.102 -2.779
H -0.096 1.270 -3.621
H 1.872 -0.895 -2.795
H -1.747 0.213 -2.590
H -1.858 2.576 -2.429
H -0.732 2.835 -1.099
H -2.131 1.793 -0.851
H 0.725 -1.895 -2.155
H 0.621 -1.400 -3.722
C 0.603 -0.492 3.161
N 0.056 -0.796 1.836
C -0.732 -2.004 1.672
C 0.267 -0.030 0.769
C 1.023 1.245 0.818
O -0.241 -0.498 -0.336
H 0.310 -1.309 3.829
H 0.207 0.460 3.541
H 1.697 -0.417 3.116
H -1.757 -1.772 1.359
H -0.289 -2.674 0.925
H -0.752 -2.502 2.646
H 1.747 1.299 -0.009
H 0.333 2.098 0.705
H 1.580 1.363 1.770
*
```

These are the natural (NBO) partial charges, in e, on atoms 1 to 4:
1 C -0.954
2 Pt 0.208
3 N -1.288
4 H -0.112

Here is a 3-piece molecular cluster, C5H17N3 overall from OMol25. Energies are from ωB97M-V/def2-TZVPD.

The value obtained for the molar mass is 119.212 g/mol. The frontier orbital gap (alpha / beta) is 0.156 / 0.354 Eh. Its energy relative to the best compared isomer or geometry (same formula, charge and spin) is 0.00 kcal per mole. The value obtained for the highest occupied orbital energy (alpha / beta) is -10.57 / -16.70 eV. The expectation value of S² is 2.006.

ORCA input file:
```
! RIJCOSX wB97M-V def2-TZVPD def2/J DEFGRID3
* xyz 2 3
C -0.318 -1.619 -0.713
C -2.810 2.590 -0.547
C -0.202 0.064 1.088
C -0.648 -1.134 0.686
C -3.376 1.871 0.610
N -3.558 2.494 1.769
N 6.717 -2.228 -1.231
N -3.666 0.587 0.393
H -0.971 -1.113 -1.487
H 0.668 -1.380 -0.989
H -0.400 -2.617 -0.785
H -1.834 3.066 -0.286
H -2.688 1.901 -1.347
H -3.465 3.412 -0.783
H 0.108 0.886 0.337
H 6.071 -2.780 -1.907
H -1.160 -1.898 1.200
H -3.126 3.345 2.095
H -3.768 2.078 2.659
H 6.127 -1.659 -0.578
H 7.365 -1.582 -1.721
H 7.407 -2.951 -0.695
H -0.355 0.568 2.107
H -3.643 0.135 -0.557
H -3.997 -0.063 1.128
*
```

These are the natural (NBO) partial charges, in e, on atoms 1 to 4:
1 C -0.650
2 C -0.682
3 C -0.323
4 C -0.187

Here is a 3-piece molecular cluster, C5H17N3O2 overall from OMol25. Energies are from ωB97M-V/def2-TZVPD.

The value obtained for the molar mass is 151.210 g/mol. The SMILES is C[C@H](N)CC/N=C\N.O.O. The frontier orbital gap is 0.368 Eh. Its energy relative to the best compared isomer or geometry (same formula, charge and spin) is 27.62 kcal per mole. The value obtained for the highest occupied orbital energy is -9.20 eV.

ORCA input file:
```
! RIJCOSX wB97M-V def2-TZVPD def2/J DEFGRID3
* xyz 0 1
C -0.410 2.165 0.346
C -0.314 1.263 -0.942
N -0.601 1.887 -2.246
C -1.274 0.068 -0.780
C -0.754 -1.277 -0.153
N 0.625 -1.562 0.104
C 1.477 -1.770 -0.822
N 1.306 -1.566 -2.172
H -1.263 1.810 0.909
H -0.373 3.225 0.147
H 0.514 1.995 0.941
H 0.738 0.987 -0.946
H -0.197 2.831 -2.106
H -1.592 2.102 -2.387
H -1.638 -0.259 -1.763
H -2.194 0.512 -0.249
H -1.365 -1.439 0.724
H -1.178 -2.079 -0.773
H 2.491 -2.088 -0.469
H 0.492 -1.123 -2.590
H 1.989 -1.133 -2.780
O 1.392 0.634 3.148
H 0.634 0.589 3.747
H 1.780 -0.222 3.372
O -0.406 -1.802 2.884
H 0.156 -2.552 2.642
H -0.034 -1.198 2.215
*
```

These are the natural (NBO) partial charges, in e, on atoms 1 to 4:
1 C -0.641
2 C -0.060
3 N -0.828
4 C -0.420

Here is a 2-piece molecular cluster, C5H17N3Si overall from OMol25. Energies are from ωB97M-V/def2-TZVPD.

The value obtained for the molar mass is 147.298 g/mol. The SMILES is CN=[Si](N(C)C)N(C)C.[H][H]. The frontier orbital gap is 0.321 Eh. Its energy relative to the best compared isomer or geometry (same formula, charge and spin) is 67.22 kcal per mole. The value obtained for the highest occupied orbital energy is -7.99 eV.

ORCA input file:
```
! RIJCOSX wB97M-V def2-TZVPD def2/J DEFGRID3
* xyz 0 1
C -0.470 1.513 2.759
N 0.289 0.541 2.057
Si 0.285 0.198 0.463
N -0.943 0.295 -0.739
C -2.327 0.606 -0.301
C -0.744 0.344 -2.132
N 1.613 -0.438 -0.416
C 2.851 0.260 -0.497
C 1.816 -1.854 -0.324
H -1.113 2.060 2.077
H -0.782 1.029 3.787
H 0.167 2.268 3.154
H -2.777 1.475 -0.851
H -2.950 -0.394 -0.468
H -2.430 0.653 0.868
H 0.270 0.200 -2.285
H -1.309 -0.443 -2.735
H -1.109 1.222 -2.516
H 3.261 -0.106 -1.435
H 2.829 1.475 -0.608
H 3.584 0.154 0.319
H 2.346 -2.442 -1.144
H 2.475 -1.987 0.553
H 0.821 -2.290 -0.313
H -3.139 -2.220 0.177
H -2.514 -2.118 0.552
*
```

These are the natural (NBO) partial charges, in e, on atoms 1 to 4:
1 C -0.414
2 N -1.157
3 Si 2.097
4 N -0.875